Entry 1:
96
Properties=species:S:1:pos:R:3:forces:R:3:lowdin_charge:R:1 method="wB97M-V/def2-TZVPD" gap_ha=0.2957 fmax_ev_per_a=4.566
Na -0.0922 0.6424 -0.1882 0.0 -0.1 0.1 0.40
B 2.4780 2.7223 -4.1129 0.1 -0.1 -0.2 -0.39
H 3.4052 3.2656 -4.0160 3.6 2.1 0.3 -0.07
H 2.7071 1.6715 -4.1996 0.9 -4.5 -0.1 -0.08
H 1.9069 2.9111 -3.2171 -2.8 0.9 3.4 -0.09
H 1.9705 2.9890 -5.0270 -2.3 1.3 -3.4 -0.08
C -1.3267 -0.2028 -5.1610 1.2 0.3 -1.4 -0.19
C -2.6723 0.4992 -5.4084 1.2 1.5 1.8 -0.15
O -3.1023 0.9979 -4.0724 -0.5 -1.4 -1.4 -0.10
O -0.4228 0.6758 -4.4203 -1.4 -0.7 0.6 -0.09
H -0.7493 -0.3610 -6.0719 -0.7 -0.1 -0.6 0.12
H -1.3587 -1.2115 -4.7490 -0.4 0.2 0.7 0.11
H -3.4173 -0.0387 -5.9947 -0.1 -0.3 0.7 0.12
H -2.4688 1.4427 -5.9148 0.2 -0.2 -0.6 0.12
H -2.2455 1.2419 -3.7146 0.0 0.5 0.6 0.01
H 0.4076 0.7325 -4.8987 0.4 0.4 0.1 0.09
C 1.7484 -1.9740 1.1568 1.0 -0.3 0.9 -0.19
C 2.8893 -2.2681 2.2315 -3.3 -1.0 -2.1 -0.24
O 3.8030 -1.2362 2.2939 0.8 -0.2 0.2 -0.03
O 0.8665 -1.0054 1.7065 0.1 1.1 -1.0 -0.09
H 1.1948 -2.8300 0.7709 -0.1 -0.6 0.8 0.12
H 2.1983 -1.6365 0.2231 0.2 0.8 0.2 0.10
H 3.1993 -3.2678 1.9272 1.4 0.3 0.1 0.12
H 2.3054 -2.4376 3.1362 0.2 0.2 0.6 0.10
H 3.3449 -0.4309 2.0424 0.0 0.2 0.0 0.08
H 0.5780 -1.2902 2.5768 0.0 -0.5 0.0 0.03
C -2.9648 -2.1675 3.5281 2.0 0.9 -0.2 -0.24
C -1.5208 -1.6892 3.9164 -0.7 -1.5 -0.3 -0.20
O -0.5225 -2.6878 3.6244 -0.2 0.9 0.1 -0.08
O -3.2716 -3.3514 4.2198 -0.1 -0.1 0.2 -0.05
H -3.0301 -2.3993 2.4650 -0.2 0.3 0.1 0.11
H -3.5367 -1.3002 3.8579 -0.9 -0.1 -0.4 0.11
H -1.6438 -1.5125 4.9850 0.6 0.0 0.4 0.11
H -1.1767 -0.7610 3.4602 -0.4 -0.1 -0.2 0.11
H -0.7796 -3.5207 4.0267 -0.2 -0.1 0.1 0.09
H -3.3815 -3.1177 5.1444 -0.1 -0.2 0.2 0.09
C -2.1342 -2.1584 -0.4207 -0.4 0.9 -0.8 -0.19
C -1.8007 -1.6455 -1.8529 -1.4 -2.2 0.0 -0.25
O -0.5753 -1.0547 -1.8658 2.1 1.0 0.6 -0.05
O -2.1070 -1.0181 0.3823 0.5 0.6 1.4 -0.09
H -1.4807 -2.8717 0.0816 0.4 -0.2 -0.8 0.12
H -3.1422 -2.5715 -0.3835 -0.1 -0.4 -0.4 0.12
H -2.5454 -0.9567 -2.2517 -0.5 0.2 0.6 0.12
H -1.8087 -2.4668 -2.5695 -0.1 -0.5 -0.1 0.12
H -0.5462 -0.3968 -2.5643 0.2 0.3 -0.5 0.06
H -2.9630 -0.5867 0.3295 -0.1 0.6 -0.1 0.03
C 3.7408 -2.3569 -2.3445 -1.6 -3.0 -1.9 -0.20
C 3.6322 -2.9320 -3.8163 0.8 0.9 -1.1 -0.20
O 4.9096 -3.3583 -4.3976 -0.3 0.4 1.0 -0.09
O 3.9589 -3.5341 -1.5839 1.4 0.1 1.3 -0.09
H 2.6989 -2.2197 -2.0550 0.0 1.3 -0.3 0.10
H 4.4348 -1.5378 -2.1561 -0.1 0.0 -0.2 0.13
H 3.0929 -2.2242 -4.4459 0.4 0.5 -0.3 0.10
H 3.0351 -3.8349 -3.9435 -0.3 0.0 1.2 0.11
H 5.1012 -3.0136 -5.2729 -0.4 0.4 0.1 0.07
H 4.9094 -3.6682 -1.5942 0.1 -0.4 0.1 0.08
C 1.5878 0.2290 5.2554 -0.7 -0.2 -0.6 -0.25
C 2.7185 -0.1544 6.1575 1.4 1.4 0.0 -0.23
O 2.4273 0.0802 7.5524 -0.8 -0.6 -0.7 -0.06
O 1.1136 1.5522 5.5072 0.1 -0.9 0.2 -0.05
H 0.8207 -0.5453 5.2672 -0.7 0.1 0.4 0.10
H 1.9050 0.2217 4.2126 0.5 0.0 0.0 0.11
H 3.4783 0.5815 5.8943 0.5 -0.1 0.0 0.12
H 3.1201 -1.1331 5.8949 -0.3 -0.3 0.4 0.12
H 3.2395 0.0711 8.0641 0.1 0.0 -0.2 0.09
H 1.1096 1.5719 6.4670 -0.2 0.5 0.4 0.07
C -1.8794 3.3450 0.0971 -0.3 -0.6 -2.9 -0.21
C -1.0925 3.4163 -1.2475 0.1 0.7 -0.2 -0.17
O -1.0252 2.1789 -1.9947 -0.8 0.1 1.4 -0.08
O -1.2867 2.3846 0.9157 0.7 -0.1 1.1 -0.06
H -2.8679 2.9560 -0.1470 -0.3 0.2 -0.2 0.10
H -2.0206 4.3460 0.5047 0.5 0.0 0.3 0.13
H -0.0769 3.7956 -1.1347 0.2 -0.2 0.5 0.11
H -1.5532 4.1805 -1.8735 -0.5 0.0 0.0 0.13
H -0.6061 2.3586 -2.8395 0.5 0.1 -0.2 0.08
H -1.7891 2.3849 1.7337 0.2 -0.3 0.2 0.10
C 2.7086 2.9984 -0.3400 -1.9 1.4 1.2 -0.22
C 4.1739 2.9970 -0.6336 -1.4 -0.3 -1.8 -0.26
O 4.5918 1.6787 -0.5228 1.2 -0.9 0.7 -0.04
O 1.7972 2.0491 -0.9750 1.7 -0.2 1.7 -0.12
H 2.3264 3.9857 -0.5993 -0.1 0.3 0.1 0.12
H 2.6124 2.8871 0.7401 -0.4 -0.3 0.1 0.12
H 4.6650 3.7158 0.0222 0.2 -0.3 0.1 0.13
H 4.2294 3.3043 -1.6779 0.7 0.3 -0.2 0.11
H 3.8051 1.1692 -0.7304 0.0 -0.4 -0.2 0.06
H 1.9745 2.1783 -1.9096 -0.2 0.0 -1.5 0.01
C -6.3174 0.8764 1.0576 -1.3 -0.7 -1.3 -0.24
C -4.8488 1.0597 1.2355 -0.4 -2.3 0.8 -0.19
O -4.0487 0.7361 0.0618 -0.3 1.2 1.0 -0.07
O -6.8185 -0.4636 1.1100 0.0 0.0 0.8 -0.06
H -6.6188 1.2720 0.0877 0.0 0.5 -0.2 0.12
H -6.9269 1.4027 1.7921 0.4 0.0 0.2 0.13
H -4.5815 0.2601 1.9264 0.2 0.0 0.4 0.11
H -4.7636 1.9517 1.8561 1.1 0.8 -1.2 0.13
H -4.5911 0.5363 -0.7046 -0.4 0.4 -0.1 0.11
H -6.4210 -1.1030 0.5143 0.3 0.4 -0.3 0.08

Entry 2:
89
Properties=species:S:1:pos:R:3:forces:R:3:lowdin_charge:R:1 method="wB97M-V/def2-TZVPD" smiles=COC[C@H](C)N.COC[C@H](C)N.COC[C@H](C)N.COC[C@H](C)N.CCO.O.O.O.O e_above_lowest_kj_mol=58.2 gap_ha=0.3281 fmax_ev_per_a=2.139
O -0.1848 -3.4011 -2.2108 -0.1 -0.1 -0.2 -0.06
H -0.3410 -2.9157 -1.3939 0.0 0.2 0.2 -0.01
H -0.7629 -4.1686 -2.1456 0.0 0.0 0.2 0.01
O 3.0165 -1.5312 -1.9259 0.0 -0.2 0.2 -0.06
H 2.7400 -1.0460 -1.1425 0.2 0.1 0.0 -0.01
H 3.1362 -0.8476 -2.5895 0.0 0.0 0.0 0.01
O 3.6168 1.4754 -1.0173 -0.1 -0.1 -0.1 -0.05
H 2.9995 2.1822 -0.8105 0.0 0.0 0.0 0.04
H 4.2996 1.5375 -0.3363 0.0 0.0 0.2 0.00
O 0.2824 -0.0456 4.7225 0.0 0.0 0.0 -0.05
H -0.1803 -0.7875 5.1215 0.0 0.0 0.1 0.02
H 1.1673 -0.3784 4.5465 0.0 0.0 0.0 0.03
C 0.4929 0.2020 0.1976 -0.5 -1.1 -0.1 -0.05
C -0.0096 -0.8882 1.1354 -0.9 1.5 1.3 -0.32
O -0.7423 -1.8306 0.3824 0.6 -0.4 -0.2 -0.08
H 1.1071 0.9342 0.7135 0.2 -0.1 -0.1 0.06
H -0.3710 0.7024 -0.2401 0.0 0.1 0.0 0.07
H 0.9846 -0.3448 -0.6132 0.3 0.6 0.0 0.05
H -0.6832 -0.4195 1.8819 -0.1 0.0 -0.3 0.09
H 0.7649 -1.2559 1.8259 0.3 -0.7 -0.8 0.11
H -0.9705 -2.5850 0.9468 -0.1 0.2 0.1 0.05
C 0.0265 -0.3190 -3.8865 -1.6 0.1 1.1 -0.07
C 0.3090 -1.1848 -5.0712 1.1 0.3 -0.2 -0.43
C 0.0023 -0.4626 -6.3747 -0.1 -0.1 -0.1 -0.23
O -1.3269 0.0181 -6.4107 0.3 -0.1 0.1 -0.19
C -1.6778 0.5122 -7.6779 -0.5 -0.2 0.1 -0.12
N 1.7462 -1.5457 -5.0469 -0.2 0.0 -0.5 0.05
H -1.0423 -0.0615 -3.8887 0.2 0.0 -0.1 0.08
H 0.5481 0.6379 -3.8189 0.4 -0.1 -0.4 0.09
H 0.1539 -0.8683 -2.9538 0.4 -0.1 -0.1 0.06
H -0.2710 -2.1049 -5.0094 -0.1 0.0 0.1 0.14
H 0.1706 -1.1623 -7.2098 0.0 0.1 0.0 0.12
H 0.7137 0.3749 -6.4664 -0.1 0.0 -0.1 0.13
H -2.5861 1.0998 -7.5383 0.1 0.2 -0.1 0.09
H -1.9360 -0.3076 -8.3614 0.2 0.0 -0.1 0.09
H -0.8799 1.1211 -8.1098 0.0 0.1 -0.1 0.09
H 2.2872 -0.7091 -4.8486 -0.1 0.0 0.0 0.06
H 2.0335 -1.8219 -5.9842 0.1 -0.2 0.1 0.06
C 3.4476 2.1309 2.7579 -0.2 -0.1 -0.5 -0.04
C 4.7428 1.3674 3.0528 -1.0 0.0 0.8 -0.43
C 5.9385 1.9279 2.3400 0.8 -0.3 0.7 -0.23
O 5.7151 1.8987 0.9599 0.1 -0.2 -0.4 -0.22
C 6.9047 1.7787 0.1906 0.0 0.6 0.4 -0.07
N 4.9791 1.3915 4.5206 0.2 -0.5 -0.2 0.03
H 2.6915 1.9951 3.5327 0.2 0.0 0.2 0.07
H 2.9752 1.7721 1.8375 0.2 0.0 0.0 0.05
H 3.6258 3.1984 2.6181 0.0 0.0 0.2 0.09
H 4.6025 0.3273 2.7332 0.1 0.1 -0.3 0.14
H 6.7921 1.2905 2.6390 0.0 0.0 -0.4 0.13
H 6.2188 2.9268 2.7032 -0.4 0.1 -0.1 0.14
H 6.6027 1.7264 -0.8502 0.1 -0.2 -0.1 0.09
H 7.4868 0.9157 0.5201 -0.1 -0.2 -0.2 0.09
H 7.5307 2.6699 0.3303 0.0 0.0 -0.1 0.09
H 4.2704 0.7868 4.9321 -0.2 0.4 0.1 0.06
H 5.8251 0.8554 4.7215 0.1 0.3 -0.1 0.07
C -2.7133 2.3066 0.5686 -0.1 0.6 -0.5 -0.06
C -3.9278 3.1616 0.9121 -0.2 -0.7 0.7 -0.45
C -3.5744 4.3839 1.7386 -0.5 0.5 -0.3 -0.25
O -3.1307 3.9716 2.9999 0.4 0.0 0.0 -0.19
C -2.9751 5.0310 3.9139 -0.7 -0.1 0.4 -0.11
N -4.7487 3.4562 -0.2595 0.0 0.4 0.0 0.04
H -2.2656 2.6937 -0.3528 0.1 -0.1 0.0 0.08
H -3.0391 1.2853 0.3868 0.2 -0.1 0.0 0.08
H -1.9710 2.3678 1.3616 0.0 -0.3 0.1 0.07
H -4.5482 2.5573 1.5857 0.0 0.0 -0.1 0.14
H -4.4788 5.0111 1.8363 0.0 -0.1 0.0 0.13
H -2.8263 5.0164 1.2280 0.1 -0.1 0.1 0.13
H -2.6416 5.9575 3.4413 0.3 -0.1 0.0 0.09
H -2.3005 4.6800 4.6906 0.2 0.2 0.0 0.09
H -3.9388 5.2550 4.4012 0.1 0.0 -0.1 0.09
H -5.7144 3.5459 0.0355 0.0 0.0 -0.1 0.07
H -4.5039 4.3762 -0.6209 0.1 -0.2 -0.2 0.07
C -4.3624 -5.1749 0.0428 -0.5 -0.3 0.3 -0.07
C -3.0863 -4.4432 0.4143 0.3 0.0 -0.2 -0.43
C -3.0826 -4.1842 1.9162 0.1 -0.2 0.0 -0.18
O -1.8805 -3.5027 2.2825 -0.4 -0.3 -0.2 -0.22
C -2.0005 -2.6318 3.3735 1.0 0.4 1.0 -0.11
N -1.9000 -5.1985 -0.0441 -0.4 -0.1 0.3 0.06
H -4.3006 -5.7379 -0.8871 0.2 0.3 -0.2 0.08
H -5.1924 -4.4693 -0.0174 0.0 -0.1 -0.1 0.08
H -4.6489 -5.9141 0.8036 0.2 0.1 0.0 0.08
H -3.0910 -3.4707 -0.0898 0.2 0.0 0.0 0.14
H -3.1244 -5.1597 2.4246 0.1 0.2 0.1 0.13
H -3.9529 -3.5991 2.2283 0.0 0.0 -0.1 0.13
H -2.5749 -3.0298 4.2157 -0.3 -0.1 -0.3 0.10
H -2.3193 -1.6158 3.1219 -0.4 -0.2 -0.3 0.10
H -0.9875 -2.5065 3.7795 -0.1 -0.1 -0.2 0.08
H -2.0822 -6.1891 0.0930 0.0 0.0 -0.1 0.08
H -1.0982 -4.9936 0.5451 0.0 0.1 -0.1 0.07